Run 1
DFT (ωB97M-V with the def2-TZVPD basis set) results for 7 unconnected molecules or ions with the total composition H14O7.

Last columns: bonded neighbours and bond lengths (Å).
Element x y z (Å)
1 O 2.78 1.29 1.43  H2 0.977, H3 0.938
2 H 3.60 0.82 1.67  O1 0.977
3 H 2.08 0.94 0.92  O1 0.938
4 O -1.56 2.10 0.69  H5 1.032, H6 1.023
5 H -1.89 1.15 0.48  O4 1.032
6 H -0.71 1.75 0.24  O4 1.023
7 O 0.08 -1.99 2.37  H8 0.951, H9 1.023
8 H 0.94 -2.11 2.74  O7 0.951
9 H -0.15 -2.91 1.99  O7 1.023
10 O -2.28 0.10 -0.40  H11 0.875, H12 0.912
11 H -2.70 0.36 -1.13  O10 0.875
12 H -1.57 -0.33 -0.76  O10 0.912
13 O 1.03 -0.47 0.55  H14 0.894, H15 1.009
14 H 0.50 -0.74 -0.11  O13 0.894
15 H 0.41 -0.93 1.21  O13 1.009
16 O -0.23 -1.13 -1.73  H17 0.964, H18 0.942
17 H 0.35 -1.13 -2.50  O16 0.964
18 H -0.24 -2.00 -1.39  O16 0.942
19 O -0.04 1.78 -1.67  H20 0.861, H21 0.933
20 H -0.36 1.15 -2.16  O19 0.861
21 H -0.03 2.30 -2.44  O19 0.933

Summary:
E_HOMO ... -0.3291 Ha
Orbital gap ... 8.49 eV
Multiplicity ... 1
Total charge ... 0

Mulliken population analysis, charges in e, atoms 1 to 6:
1 O -0.646
2 H 0.281
3 H 0.382
4 O -0.738
5 H 0.435
6 H 0.303


Run 2
DFT (ωB97M-V with the def2-TZVPD basis set) results for 7 unconnected molecules or ions with the total composition H14O7.

Last columns: bonded neighbours and bond lengths (Å).
Element x y z (Å)
1 O 0.78 0.64 -0.53  H2 0.891, H3 1.041, H4 0.970
2 H 1.12 0.41 0.26  O1 0.891
3 H -0.17 0.22 -0.51  O1 1.041
4 H 0.88 -0.15 -1.08  O1 0.970
5 O -1.85 0.29 -0.02  H6 0.998
6 H -2.09 -0.09 0.87  O5 0.998
7 O -1.09 0.85 2.51  H8 1.010, H9 1.021
8 H -1.22 0.89 1.51  O7 1.010
9 H -2.00 1.08 2.90  O7 1.021
10 O -2.38 1.78 -2.22  H11 0.973, H12 1.007
11 H -2.28 1.30 -1.38  O10 0.973
12 H -3.13 2.46 -2.22  O10 1.007
13 O 2.22 -0.01 1.69  H14 0.962, H15 0.958
14 H 3.07 0.41 1.83  O13 0.962
15 H 1.84 -0.15 2.56  O13 0.958
16 O 2.35 -1.08 -2.14  H17 0.947, H18 0.985
17 H 2.69 -0.99 -3.02  O16 0.947
18 H 2.63 -2.02 -2.03  O16 0.985
19 O -0.26 -1.99 0.10  H20 1.045, H21 0.957
20 H -1.08 -1.35 0.05  O19 1.045
21 H -0.02 -2.51 0.87  O19 0.957

Summary:
E_HOMO ... -0.3454 Ha
Orbital gap ... 9.52 eV
Multiplicity ... 1
Total charge ... 0

Mulliken population analysis, charges in e, atoms 1 to 6:
1 O -0.230
2 H 0.478
3 H 0.228
4 H 0.608
5 O -1.174
6 H 0.213


Relative stability in hartree, measured from the most stable structure: run 1 0.0203; run 2 0.0000


Run 1
DFT (ωB97M-V with the def2-TZVPD basis set) results for 7 unconnected molecules or ions with the total composition H14O7.

Last columns: bonded neighbours and bond lengths (Å).
Element x y z (Å)
1 O 0.25 1.17 1.77  H2 0.936, H3 1.026
2 H -0.32 0.51 2.11  O1 0.936
3 H 1.24 0.92 1.67  O1 1.026
4 O -0.05 -0.37 -2.19  H5 1.095, H6 1.015
5 H 0.03 0.51 -1.55  O4 1.095
6 H 0.02 0.13 -3.07  O4 1.015
7 O -2.08 0.55 -0.71  H8 0.960, H9 1.084
8 H -1.48 1.29 -0.78  O7 0.960
9 H -1.81 -0.34 -1.25  O7 1.084
10 O -1.41 -0.95 1.48  H11 1.005, H12 0.999
11 H -2.16 -1.30 2.05  O10 1.005
12 H -1.76 -0.61 0.61  O10 0.999
13 O 0.68 -1.96 -0.42  H14 1.072, H15 0.994
14 H 0.43 -1.25 -1.18  O13 1.072
15 H 0.05 -1.84 0.34  O13 0.994
16 O -0.02 1.78 -0.65  H17 1.099, H18 1.139
17 H 0.23 1.32 0.32  O16 1.099
18 H -0.03 2.87 -0.34  O16 1.139
19 O 2.69 -0.53 1.00  H20 1.148, H21 1.073
20 H 3.55 -0.79 0.28  O19 1.148
21 H 1.94 -1.11 0.50  O19 1.073

Summary:
E_HOMO ... -0.3925 Ha
Orbital gap ... 10.87 eV
Multiplicity ... 1
Total charge ... 0

Mulliken population analysis, charges in e, atoms 1 to 6:
1 O -0.652
2 H 0.343
3 H 0.384
4 O -0.745
5 H 0.428
6 H 0.334


Run 2
DFT (ωB97M-V with the def2-TZVPD basis set) results for 7 unconnected molecules or ions with the total composition H14O7.

Last columns: bonded neighbours and bond lengths (Å).
Element x y z (Å)
1 O 2.07 0.25 1.07  H2 0.968, H3 0.990
2 H 2.69 -0.30 1.57  O1 0.968
3 H 2.56 1.09 0.94  O1 0.990
4 O -0.18 -1.63 1.12  H5 0.974, H6 0.983
5 H 0.46 -1.06 0.66  O4 0.974
6 H -0.83 -2.11 0.57  O4 0.983
7 O 1.81 0.11 -1.80  H8 0.989, H9 0.942
8 H 1.38 0.91 -1.43  O7 0.989
9 H 2.39 -0.19 -1.12  O7 0.942
10 O -0.37 -1.48 -1.39  H11 0.965, H12 0.975
11 H -0.88 -1.73 -2.17  O10 0.965
12 H 0.42 -1.01 -1.73  O10 0.975
13 O -1.85 0.65 -0.53  H14 0.994, H15 0.996
14 H -2.25 0.49 0.37  O13 0.994
15 H -1.49 -0.21 -0.89  O13 0.996
16 O -2.05 0.02 2.12  H17 1.000, H18 0.999
17 H -1.45 0.71 2.54  O16 1.000
18 H -1.37 -0.69 1.94  O16 0.999
19 O 0.40 2.05 -0.57  H20 0.989, H21 0.990
20 H 0.08 2.79 -1.14  O19 0.989
21 H -0.45 1.60 -0.32  O19 0.990

Summary:
E_HOMO ... -0.3949 Ha
Orbital gap ... 11.03 eV
Multiplicity ... 1
Total charge ... 0

Mulliken population analysis, charges in e, atoms 1 to 6:
1 O -0.605
2 H 0.274
3 H 0.301
4 O -0.729
5 H 0.410
6 H 0.337


Relative stability in hartree, measured from the most stable structure: run 1 0.1052; run 2 0.0000